[1]
The following is a quantum chemistry calculation of a gas-phase ion, C8H13N2 (charge +1), from the OMol25 dataset.

For the LUMO energy, the calculation gives -4.8 eV.

```
! RIJCOSX wB97M-V def2-TZVPD def2/J DEFGRID3
* xyz 1 1
C -2.1872 -1.3698 -0.5515
C -1.3041 -0.6960 0.5510
C -1.8149 0.7310 0.9510
C -0.7077 1.6160 0.3581
C 0.4024 0.5708 0.0480
C 1.8932 0.7658 -0.1215
C 2.5198 0.2523 1.1400
N 3.0765 -0.7546 0.5308
C 2.6687 -0.4008 -0.8090
N 0.0276 -0.6455 0.2456
H -3.1671 -1.2628 -0.0009
H -2.0220 -2.3608 -0.6920
H -1.9222 -0.9518 -1.5785
H -1.3864 -1.3056 1.4491
H -1.8285 0.8465 2.1287
H -2.7821 1.0622 0.4301
H -0.3457 2.2333 1.1976
H -0.9447 2.2487 -0.4620
H 2.0982 1.7455 -0.5204
H 2.5351 0.5645 2.1820
H 3.5203 -1.6541 0.5344
H 1.9497 -1.1278 -1.2097
H 3.4015 -0.0694 -1.4897
*
```



[2]
The following is a quantum chemistry calculation of a gas-phase ion, C8H13N2 (charge +1), from the OMol25 dataset.

For the LUMO energy, the calculation gives -5.3 eV.

```
! RIJCOSX wB97M-V def2-TZVPD def2/J DEFGRID3
* xyz 1 1
C -1.4147 -1.2749 -2.4365
C -1.1302 -0.5158 -1.2218
C -0.7155 0.1366 -0.2815
C -0.2384 1.0566 0.7822
C -0.9685 0.6665 2.0896
C -0.3532 2.4322 0.2454
C 1.2702 1.0066 0.8398
N 1.8201 -0.0136 0.3570
N 1.7232 -0.8717 -0.4751
C 1.6855 -2.2363 -0.2023
H -1.1862 -0.7742 -3.3149
H -2.3281 -1.7587 -2.3107
H -0.4869 -1.9738 -2.4100
H -2.0048 0.6979 1.7896
H -0.7004 1.3203 2.8797
H -0.9839 -0.3370 2.3828
H -0.0825 3.1696 1.1196
H -1.4738 2.5341 -0.1821
H 0.3999 2.4572 -0.5380
H 1.7954 1.7973 1.3742
H 1.1578 -2.4771 0.6941
H 1.4595 -2.6172 -1.2285
H 2.7555 -2.4244 0.0474
*
```



[3]
The following is a quantum chemistry calculation of a gas-phase ion, C8H13N2O (charge +1), from the OMol25 dataset.

For the LUMO energy, the calculation gives -3.2 eV.

```
! RIJCOSX wB97M-V def2-TZVPD def2/J DEFGRID3
* xyz 1 1
O 1.0666 2.4421 -0.5467
C 0.7442 1.5253 0.1020
N 1.9402 0.4586 0.3893
C 2.1305 -0.7217 -0.5249
C 1.0522 -1.7909 -0.2571
N -0.1272 -0.9996 -0.2306
C -0.5876 -0.3657 0.9743
C -0.5411 1.1364 0.7631
C -1.7878 1.4163 -0.1234
C -2.1707 0.0942 -0.8177
C -1.5279 -1.0076 0.0131
H 1.8442 0.1071 1.3482
H 2.7883 1.0333 0.3178
H 3.1359 -1.1177 -0.3744
H 2.0336 -0.3524 -1.5472
H 1.2510 -2.3258 0.6863
H 1.0410 -2.5153 -1.0739
H -0.3772 -0.7993 1.9469
H -0.6100 1.7135 1.6927
H -1.6097 2.2223 -0.8322
H -2.5979 1.7202 0.5397
H -3.2506 -0.0207 -0.8761
H -1.7613 0.0546 -1.8280
H -2.0790 -1.9071 0.2586
*
```



[4]
The following is a quantum chemistry calculation of 2 unconnected molecules or ions with the total composition C8H13N2O3S2, from the OMol25 dataset.

For the LUMO energy, the calculation gives -3.6 eV.

```
! RIJCOSX wB97M-V def2-TZVPD def2/J DEFGRID3
* xyz 1 1
C 3.6892 0.4950 -0.8763
C 3.6323 -0.6739 -0.1001
C 2.2077 -0.9485 0.1470
C 1.3675 0.0386 -0.3975
C -1.2336 2.3754 0.0298
C -0.3619 2.9972 1.0893
C -3.6107 -2.3779 -0.5078
C -3.7111 -1.0186 -0.3000
N 4.7090 -1.4262 0.2253
N -1.1060 1.2156 -0.4037
O -0.6333 -0.4279 1.3556
O -0.8774 -1.1548 -0.9598
O 1.7196 -2.0053 0.8073
S 2.1567 1.1120 -1.4252
S -0.3316 -0.0917 0.0389
H 4.4425 0.7651 -1.5534
H -1.9770 3.0705 -0.4912
H -1.0371 3.1940 1.9445
H 0.3527 2.2670 1.3943
H 0.0818 3.8998 0.7951
H -3.5404 -2.8523 -1.4721
H -1.8700 -1.3168 -0.8837
H -3.4383 -3.0760 0.4229
H -3.5168 -0.5939 0.6100
H -4.0654 -0.4001 -1.1731
H 5.5925 -0.9446 -0.0010
H 4.8797 -1.9886 1.1010
H 2.2181 -2.8063 0.7799
*
```